[1]
Molecular formula: C23H20N2O3
Method: DFT, ωB97M-V with the def2-TZVPD basis set

ORCA input file:
```
! wB97M-V def2-TZVPD RIJCOSX def2/J DEFGRID3
* xyz 0 1
C -0.958 1.128 2.994
C 2.006 0.049 0.741
N -3.125 2.048 -0.109
H -0.123 -3.479 0.757
C 2.579 -4.154 -1.183
C -4.393 1.659 -0.450
C -5.286 2.372 0.291
H -1.859 1.106 2.403
C 2.669 -1.915 -0.405
H -0.127 -1.817 2.370
H 4.156 -2.772 -1.677
C 3.232 -2.928 -1.145
C -1.890 0.253 -1.167
H 0.907 0.281 3.422
H -2.350 3.448 1.306
H 1.255 2.474 -1.210
C -1.942 1.548 -0.646
C -4.539 3.228 1.134
H -0.893 1.900 3.739
C 0.446 0.540 -1.704
C 3.079 -0.480 -0.234
C 0.012 0.251 2.818
C -3.221 3.014 0.859
H -4.570 0.937 -1.222
O 2.012 1.165 1.215
N 1.118 -0.947 0.980
H 3.811 -0.040 -2.210
H 3.058 1.351 -1.381
H -2.767 -0.375 -1.143
H 4.408 0.546 0.723
H -4.934 3.917 1.853
H -0.819 3.345 -0.308
H -6.354 2.299 0.244
C -0.058 -0.867 1.825
H -0.671 -1.232 -2.110
C 1.674 -0.070 -2.266
H 3.001 -4.965 -1.756
H -0.949 -0.759 1.193
C 0.812 -3.321 0.241
C 0.389 1.833 -1.189
H 0.885 -5.296 -0.563
O 1.627 -0.871 -3.173
C 1.473 -2.111 0.291
C 1.386 -4.341 -0.508
C -0.789 2.333 -0.676
C -0.717 -0.232 -1.703
C 2.977 0.283 -1.584
O 4.360 -0.333 0.322
*
```

HOMO level: -0.3142 Eh
Energy relative to the best compared isomer or geometry (same formula, charge and spin): 93.23 kJ/mol

***

[2]
Molecular formula: C32H40BF6MgN4O9PS2Se
Method: DFT, ωB97M-V with the def2-TZVPD basis set

ORCA input file:
```
! wB97M-V def2-TZVPD RIJCOSX def2/J DEFGRID3
* xyz -2 1
C -0.625 1.599 3.061
C 6.589 2.760 0.963
C -4.031 3.292 -1.515
C -2.532 0.469 -4.190
H -4.951 -3.394 -4.270
H 1.096 1.369 4.317
C 0.137 -3.696 -1.344
H 7.448 4.629 -0.774
O -2.109 -1.894 3.362
C -5.370 0.270 1.481
H -0.157 2.417 5.000
O 0.233 -1.370 4.204
O -2.726 0.044 1.230
C 1.302 -2.493 0.428
H -1.282 2.200 -4.320
H -1.415 2.328 2.861
C -1.451 1.359 -3.646
C 2.411 -3.329 0.240
F -5.067 0.854 2.642
H 3.292 -3.196 0.861
H -4.029 -2.043 3.959
H -0.467 -3.967 4.402
H -1.858 -1.146 5.910
F -5.218 3.742 -1.086
C 2.810 1.437 -0.492
C 1.071 -2.509 4.101
Mg -1.350 0.002 -0.507
H 3.437 1.126 -3.814
H 7.597 3.111 1.196
O -4.264 -1.604 0.130
H 3.247 -4.973 -0.846
O -1.252 0.423 3.565
H 6.469 1.763 1.390
O -1.879 2.245 -0.406
C -3.828 -1.580 -4.144
H 7.539 1.937 -2.239
C 5.035 2.161 -0.964
N -3.965 0.761 -0.775
H 5.573 2.081 -3.041
C -4.146 0.031 -5.939
H -3.575 -1.357 6.347
N -1.028 -3.809 -2.061
C 6.393 2.733 -0.555
H 8.499 2.249 -0.792
C 4.016 1.930 -0.035
F -4.212 2.770 -2.721
F -6.095 -0.824 1.792
H 0.333 -3.446 5.903
C 1.266 -4.486 -1.540
H -2.585 -2.759 5.868
C 2.598 1.143 -1.840
H -1.704 1.747 -2.662
C 0.363 2.141 4.082
O -3.876 2.575 0.970
H -4.775 -2.773 -2.618
H 0.872 3.017 3.678
P -0.814 -1.009 2.920
H 7.417 0.845 -0.859
H 1.257 -5.225 -2.332
C -3.144 -1.463 4.234
H 1.212 -2.788 3.054
B 0.703 0.657 -0.726
H -3.350 -0.406 4.075
N -1.048 -2.016 -0.153
C 4.796 1.888 -2.312
S -3.869 -0.274 0.408
N -2.135 -1.023 -2.377
C -4.265 -2.904 -3.576
C 0.145 -2.700 -0.309
H 2.042 -2.234 4.528
F -3.227 4.359 -1.637
H -2.936 1.792 -5.808
F -6.197 1.081 0.810
C 7.531 1.889 -1.151
C -2.835 -0.757 -3.518
H -0.525 0.793 -3.529
C 3.590 1.364 -2.770
S -3.302 2.102 -0.255
H 5.881 3.435 1.445
H -5.188 -1.821 -5.771
C -4.440 -1.173 -5.322
O 1.341 0.668 -1.995
H 1.173 -4.547 4.782
H -0.111 1.382 2.117
C -3.189 0.842 -5.346
H 1.344 -1.664 1.122
O 1.677 1.155 0.197
C 2.387 -4.322 -0.721
Se -2.163 -2.610 -1.398
H -3.413 -3.568 -3.404
H -4.641 0.324 -6.858
C -2.771 -1.698 5.692
H 4.149 2.114 1.022
H 5.683 4.777 -0.688
H 6.445 4.193 -2.168
C 0.488 -3.700 4.853
C 6.502 4.173 -1.080
*
```

HOMO level: -0.0263 Eh
Energy relative to the best compared isomer or geometry (same formula, charge and spin): 284.24 kJ/mol

***

[3]
Molecular formula: C17H25N3O3
Method: DFT, ωB97M-V with the def2-TZVPD basis set

ORCA input file:
```
! wB97M-V def2-TZVPD RIJCOSX def2/J DEFGRID3
* xyz 0 1
H 0.899 -2.025 -1.135
H -3.221 -3.262 3.645
H 7.224 5.283 -2.274
C 6.063 3.733 -3.200
H -2.160 0.641 3.164
H 5.601 5.090 -1.598
H 2.972 -1.319 -1.577
N -1.428 -2.405 -0.736
N 0.402 -1.158 -1.290
C -0.971 -1.178 -1.116
H 6.921 3.201 -3.617
C -2.827 -2.676 -0.496
C 6.466 4.559 -1.987
O 5.128 2.715 -2.852
C 2.955 1.963 -2.385
C -4.609 -1.635 3.959
C -2.968 -0.067 2.974
H 4.505 0.494 -2.217
H -3.932 -3.918 0.859
C 2.585 -0.328 -1.773
H -4.791 -3.461 2.832
N -3.500 -2.171 1.846
H -5.009 -2.077 4.873
H 5.617 4.379 -3.963
C 1.585 2.198 -2.271
H -3.175 -3.410 -1.232
H -3.973 0.222 4.866
H -0.789 -3.174 -0.614
C -3.544 -0.594 4.282
H -2.750 -1.054 4.876
H -1.593 -1.705 2.644
C 3.837 3.084 -2.769
C -4.015 -2.733 3.083
H 1.215 3.192 -2.471
O 3.453 4.207 -2.995
H -3.750 0.447 2.414
O -1.699 -0.225 -1.272
C 0.718 1.188 -1.913
H 6.866 3.914 -1.208
H -2.213 -3.765 1.275
H -0.339 1.373 -1.827
H -2.078 -0.814 1.178
H -3.366 -1.740 -0.649
C 3.447 0.684 -2.131
H -5.427 -1.160 3.416
C -2.440 -1.217 2.123
C -3.103 -3.208 0.917
C 1.212 -0.091 -1.659
*
```

HOMO level: -0.3114 Eh
Energy relative to the best compared isomer or geometry (same formula, charge and spin): 124.01 kJ/mol